A | {"formula": "C6H14", "method": "ωB97M-V/def2-TZVPD", "gap_ev": 6.51, "spin_multiplicity": 1, "elements": ["C", "C", "C", "C", "C", "C", "H", "H", "H", "H", "H", "H", "H", "H", "H", "H", "H", "H", "H", "H"], "positions_angstrom": [[-0.1740, -1.0939, -1.7866], [0.0875, -0.1114, -0.7418], [-0.1257, 1.3414, -1.0527], [0.1033, -0.5014, 0.7383], [1.0888, 0.2338, 1.6433], [-1.3510, -0.2937, 1.2603], [-0.0004, -2.1178, -1.4495], [-1.1301, -0.9393, -2.2748], [1.1668, -0.5370, -2.1356], [1.8417, -0.0466, -1.4836], [-1.1791, 1.5606, -0.8240], [0.0324, 1.5482, -2.1109], [0.4878, 2.0260, -0.4568], [0.2963, -1.5778, 0.8008], [0.8684, 1.3054, 1.6870], [2.1080, 0.0951, 1.2773], [1.0258, -0.1580, 2.6675], [-2.0946, -0.8258, 0.6581], [-1.4258, -0.6749, 2.2875], [-1.6259, 0.7671, 1.2961]]}

=====

B | {"formula": "C6H14", "method": "ωB97M-V/def2-TZVPD", "gap_ev": 8.06, "spin_multiplicity": 1, "elements": ["C", "C", "C", "C", "C", "C", "H", "H", "H", "H", "H", "H", "H", "H", "H", "H", "H", "H", "H", "H"], "positions_angstrom": [[2.8541, 0.2912, 0.1985], [1.5716, -0.2883, -0.0131], [0.3200, 0.4799, 0.3595], [-0.9976, -0.3059, 0.3364], [-2.0917, 0.5309, 1.0032], [-1.4370, -0.7338, -1.0647], [2.9537, 1.3666, 0.3037], [2.2023, 0.0204, -1.0929], [3.7371, -0.3334, 0.2507], [1.2581, -0.3846, -1.6517], [1.5138, -1.3733, 0.0699], [0.2472, 1.3792, -0.2625], [0.5055, 0.8290, 1.3866], [-0.8477, -1.2132, 0.9424], [-3.0388, -0.0187, 1.0383], [-1.8194, 0.8048, 2.0292], [-2.2649, 1.4584, 0.4418], [-2.3989, -1.2588, -1.0176], [-1.5598, 0.1426, -1.7136], [-0.7075, -1.3928, -1.5440]]}

=====

Which of them is most stable? Easy: B.